(1)
Here is a molecular structure, C36H38F7IrN3O5S3 from the Open Molecules 2025 dataset. Energies are from ωB97M-V/def2-TZVPD.

```
93
Properties=species:S:1:pos:R:3:forces:R:3
Ir -0.186 0.135 -0.615 -0.382 -0.555 -0.130
F -4.267 3.371 0.381 -0.014 0.027 0.013
C -3.100 3.691 -0.142 -0.088 -0.132 0.013
F -2.292 4.156 0.807 -0.001 0.043 0.042
F -3.242 4.588 -1.091 0.005 0.026 0.020
S -2.306 2.179 -0.841 0.199 0.117 -0.243
O -2.241 1.157 0.217 0.093 0.097 0.033
O -0.954 2.565 -1.237 -0.015 0.231 0.005
N -3.277 1.869 -2.014 -0.007 -0.117 0.096
S -2.986 0.522 -2.806 0.076 0.202 -0.088
O -1.676 -0.010 -2.408 -0.157 -0.090 0.072
O -3.271 0.628 -4.188 0.089 -0.007 -0.027
C -4.207 -0.702 -2.122 0.036 0.011 -0.085
F -3.666 -1.916 -2.207 -0.043 0.004 0.018
F -5.313 -0.656 -2.834 -0.064 -0.006 0.030
F -4.477 -0.425 -0.853 0.024 -0.072 0.079
C -0.310 -3.863 -1.540 0.008 0.009 0.021
C -0.428 -3.169 -2.869 -0.050 0.011 0.002
C -1.133 -3.738 -3.924 0.013 -0.029 0.006
C -1.223 -3.096 -5.147 -0.013 -0.018 -0.031
C -0.604 -1.871 -5.343 -0.013 0.014 -0.021
C 0.105 -1.261 -4.317 -0.005 -0.012 -0.057
C 0.764 0.076 -4.509 0.007 0.016 -0.003
C 0.167 -1.933 -3.099 0.028 0.048 0.212
N 0.854 -1.267 -2.013 -0.080 -0.207 -0.035
C 2.075 -1.544 -1.792 0.229 0.238 0.092
C 2.888 -2.563 -2.523 -0.015 -0.003 -0.016
C 2.745 -0.691 -0.750 0.013 -0.184 -0.124
C 4.222 -0.828 -0.588 0.036 -0.054 -0.016
N 2.003 0.138 -0.109 -0.010 0.318 0.045
C 2.634 1.005 0.840 -0.058 0.170 -0.179
C 3.024 0.546 2.071 0.122 0.087 0.226
C 2.753 -0.847 2.538 -0.026 -0.033 0.036
C 3.776 1.429 2.914 -0.120 -0.029 0.034
C 4.140 2.713 2.517 0.013 -0.110 0.071
C 3.660 3.187 1.327 -0.197 -0.095 -0.237
C 2.882 2.352 0.459 0.142 0.068 0.184
C 2.442 2.870 -0.856 0.009 -0.039 -0.118
H -0.918 -4.766 -1.529 -0.013 -0.009 -0.017
H -0.627 -3.218 -0.718 0.066 -0.023 -0.076
H 0.719 -4.171 -1.333 0.005 0.001 -0.018
H -1.612 -4.699 -3.779 0.005 0.009 -0.003
H -1.779 -3.552 -5.955 0.004 0.006 0.009
H -0.682 -1.371 -6.299 0.000 -0.007 0.014
H 0.450 0.524 -5.450 0.013 -0.015 0.001
H 1.855 -0.010 -4.534 -0.015 -0.002 0.011
H 0.498 0.771 -3.708 -0.001 -0.013 -0.002
H 2.267 -3.136 -3.204 -0.010 -0.013 -0.006
H 3.367 -3.243 -1.816 0.006 0.009 -0.009
H 3.680 -2.083 -3.101 -0.014 0.001 0.004
H 4.706 -0.771 -1.565 -0.003 0.000 0.014
H 4.454 -1.820 -0.190 0.005 0.015 -0.009
H 4.654 -0.076 0.064 -0.009 -0.022 -0.018
H 1.923 -1.301 1.997 0.000 -0.008 0.009
H 2.535 -0.853 3.607 0.005 -0.009 -0.014
H 3.637 -1.478 2.396 -0.017 0.008 0.003
H 4.117 1.047 3.870 0.012 -0.011 -0.030
H 4.757 3.326 3.157 0.021 -0.004 -0.011
H 3.900 4.185 0.981 0.008 -0.017 0.013
H 2.520 3.953 -0.909 0.000 -0.008 0.003
H 1.423 2.560 -1.102 0.018 0.032 0.032
H 3.091 2.450 -1.638 -0.042 0.023 0.006
C -1.035 -2.428 3.159 0.017 -0.059 -0.003
S -1.689 -1.245 1.993 -0.147 0.023 0.005
O -0.860 -1.518 0.719 0.348 0.073 0.145
C -3.269 -1.988 1.713 -0.019 0.072 -0.027
C -4.350 -1.493 2.427 -0.008 0.072 -0.037
C -5.591 -2.082 2.241 -0.042 -0.032 -0.013
C -5.733 -3.133 1.343 -0.011 0.041 0.040
C -4.639 -3.605 0.629 0.036 -0.013 -0.036
C -3.390 -3.033 0.811 0.013 -0.087 0.001
H -1.073 -3.423 2.719 0.005 0.004 -0.004
H -1.656 -2.380 4.054 -0.001 -0.020 -0.023
H -0.014 -2.141 3.401 0.038 0.005 0.009
H -4.235 -0.655 3.106 0.014 -0.021 -0.023
H -6.449 -1.713 2.786 0.004 -0.001 -0.005
H -6.706 -3.582 1.195 0.009 0.001 0.001
H -4.760 -4.418 -0.074 -0.004 0.004 0.007
H -2.528 -3.381 0.254 -0.084 0.024 0.027
F 3.275 5.362 5.247 0.008 -0.019 -0.011
C 2.466 4.665 4.452 -0.015 0.047 0.032
C 2.052 5.208 3.255 -0.031 0.021 0.054
C 1.227 4.449 2.430 0.025 0.049 -0.032
C 0.793 3.150 2.806 0.100 -0.049 0.005
C 0.036 2.364 1.933 -0.043 -0.082 -0.043
C 1.210 2.656 4.059 0.005 -0.095 -0.059
C 2.054 3.397 4.872 0.068 0.050 0.026
H 2.366 6.207 2.985 -0.012 -0.005 -0.015
H 0.874 4.867 1.494 0.013 -0.003 0.019
H -0.218 2.722 0.946 -0.040 0.017 0.129
H -0.303 1.380 2.238 -0.068 0.064 -0.013
H 0.859 1.686 4.391 0.013 0.036 0.007
H 2.379 3.037 5.840 -0.017 -0.007 -0.013
```
Positions in Å, forces in eV/Å.

The spin multiplicity is 6. Its energy above the lowest of the compared OMol25 structures with the same formula, charge and spin is 0.0 kJ/mol. As for the net charge: +2. The frontier orbital gap (spin up / spin down) comes out at 6.5 / 3.7 eV. The calculation puts the LUMO energy (spin up / spin down) at -6.25 / -9.68 eV.



(2)
Here is a molecular structure, C36H38IrN5O4S2 in a non-equilibrium geometry from the Open Molecules 2025 dataset. Energies are from ωB97M-V/def2-TZVPD.

```
86
Properties=species:S:1:pos:R:3:forces:R:3
Ir 0.442 -0.698 1.038 -1.159 -0.395 -1.378
C 4.485 -3.993 -3.866 0.153 -0.580 -0.356
C 3.608 -3.108 -3.070 -0.369 0.517 0.292
C 3.441 -1.761 -3.422 0.072 -0.514 0.384
C 2.592 -0.899 -2.734 -0.800 -0.429 0.577
C 2.594 0.492 -3.081 -1.107 0.827 -0.013
N 1.551 1.300 -3.199 1.904 -0.807 -0.077
C 0.210 0.890 -3.557 -1.193 -0.278 0.270
C -0.869 1.249 -2.534 0.224 -0.024 0.089
C -1.014 2.746 -2.176 0.025 0.014 -0.761
N -1.212 2.811 -0.753 -0.972 -0.155 1.040
C -2.352 2.892 -0.098 1.098 0.092 -0.573
C -2.506 2.383 1.219 0.566 -0.669 0.600
C -3.642 2.695 1.979 0.217 -0.298 0.465
C -3.864 2.157 3.253 0.413 -0.082 -0.488
C -5.051 2.527 4.062 -0.433 -0.064 0.426
C -2.940 1.237 3.751 0.061 0.268 -0.682
C -1.823 0.827 3.011 -0.019 0.314 -0.781
C -0.899 -0.094 3.594 0.002 0.017 0.067
N 0.070 -0.712 2.997 -0.665 0.268 -0.182
C 1.038 -1.432 3.801 0.718 -0.573 0.446
C 1.148 -2.941 3.481 -0.123 0.160 -0.190
C 0.536 -3.362 2.144 -0.220 -0.433 0.828
N 1.052 -2.600 1.023 0.109 0.420 -0.218
C 1.621 -3.255 0.065 0.239 -0.011 -0.258
C 2.135 -2.737 -1.161 -0.139 0.769 -0.127
C 2.950 -3.573 -1.934 0.084 0.612 -0.432
C 1.867 -1.383 -1.574 0.846 -0.763 -0.310
O 1.100 -0.604 -0.921 -1.062 0.889 0.591
C -1.561 1.407 1.727 -1.120 0.230 0.855
O -0.533 1.090 1.029 0.906 -0.393 -0.755
H 5.113 -3.425 -4.546 0.103 -0.022 -0.024
H 3.885 -4.683 -4.463 0.023 0.030 -0.070
H 5.114 -4.614 -3.229 0.086 0.079 0.007
H 3.974 -1.384 -4.282 0.180 0.050 -0.086
H 3.570 0.926 -3.262 -0.002 0.333 0.029
H 1.762 2.278 -3.353 0.178 -0.019 -0.104
H 0.216 -0.196 -3.678 0.021 0.144 -0.076
H -0.024 1.349 -4.522 0.192 -0.061 -0.009
H -0.631 0.702 -1.620 -0.126 0.001 -0.121
H -1.824 0.876 -2.904 -0.019 -0.089 0.002
H -1.852 3.207 -2.700 0.077 0.063 0.027
H -0.104 3.301 -2.411 -0.106 0.108 0.004
H -0.453 2.369 -0.231 -0.159 0.067 0.125
H -3.196 3.354 -0.595 -0.086 -0.003 -0.193
H -4.359 3.389 1.564 -0.117 0.109 0.010
H -5.618 3.333 3.610 -0.051 0.072 0.011
H -4.754 2.822 5.069 0.001 0.142 -0.035
H -5.714 1.669 4.193 -0.043 0.030 -0.103
H -3.103 0.803 4.725 -0.028 -0.024 0.201
H -1.024 -0.254 4.664 0.164 -0.081 -0.010
H 0.814 -1.307 4.867 0.015 0.081 -0.209
H 2.007 -0.957 3.614 -0.162 0.031 0.044
H 0.633 -3.507 4.258 0.053 -0.055 -0.058
H 2.201 -3.229 3.502 -0.082 0.003 0.087
H -0.548 -3.210 2.178 0.112 -0.115 -0.069
H 0.719 -4.430 1.992 -0.069 0.148 -0.001
H 1.760 -4.327 0.201 -0.055 0.044 0.124
H 3.101 -4.594 -1.620 0.036 -0.161 0.064
O -5.855 -0.885 -5.068 -0.297 -0.296 -0.778
C -5.598 -0.093 -4.050 0.317 0.624 0.711
O -6.106 0.987 -3.921 0.021 -0.287 -0.273
C -4.604 -0.557 -3.009 0.114 -0.050 0.139
C -4.707 0.054 -1.757 -0.147 -0.034 -0.124
C -3.886 -0.325 -0.722 -0.001 -0.098 -0.044
C -2.939 -1.334 -0.928 0.623 0.335 -0.155
S -1.998 -1.948 0.382 1.627 0.366 1.206
C -2.793 -1.909 -2.196 0.058 0.081 0.017
C -3.615 -1.513 -3.233 -0.188 0.044 -0.075
H -5.467 -1.770 -5.036 -0.006 0.149 0.229
H -5.470 0.805 -1.619 -0.102 0.071 -0.010
H -3.998 0.112 0.257 0.002 0.023 0.165
H -2.048 -2.677 -2.348 0.069 -0.034 -0.007
H -3.470 -1.947 -4.213 -0.076 -0.094 -0.054
S 2.598 1.362 0.805 -0.659 -0.725 -0.249
C 3.794 1.895 1.902 0.003 -0.213 0.069
N 4.133 3.208 1.837 -0.125 -0.193 -0.025
C 5.054 3.778 2.631 0.534 0.021 0.526
C 5.711 3.024 3.569 -0.126 0.061 -0.149
C 5.421 1.657 3.660 -0.140 0.196 -0.157
C 4.475 1.093 2.832 0.018 0.298 0.004
H 3.652 3.771 1.141 0.064 -0.104 0.183
H 5.243 4.832 2.497 -0.058 0.022 -0.079
H 6.438 3.481 4.218 0.082 0.095 0.016
H 5.945 1.049 4.381 0.047 -0.078 0.056
H 4.253 0.039 2.877 -0.048 -0.015 -0.056
```
Positions in Å, forces in eV/Å.

The spin multiplicity is 2. As for the net charge: +3. The frontier orbital gap (spin up / spin down) comes out at 5.4 / 4.8 eV. The calculation puts the LUMO energy (spin up / spin down) at -9.81 / -10.35 eV.